No. 1
The following is a quantum chemistry calculation of a cluster of 2 separate species, C3H10N2 in total in a non-equilibrium geometry, from the OMol25 dataset.

Summary:
SMILES string: C=N.CNC
E_LUMO, eV: 0.937
E_HOMO, eV: -9.278
Total energy, eV: -6251.737

Last column: Löwdin charge in e.
Atoms and positions in Å:
1 C -2.260767 -2.489695 0.045396  -0.167
2 N -2.070744 -2.257669 -1.163454  0.022
3 H -3.139082 -3.063515 0.347223  0.054
4 H -1.623711 -2.144971 0.867221  0.052
5 H -1.274382 -1.764727 -1.540675  0.031
6 C 1.982932 0.832529 -0.541297  -0.175
7 N 0.617082 0.614082 -0.126937  -0.177
8 C 0.143459 1.707231 0.753071  -0.145
9 H 2.025688 1.521935 -1.385141  0.072
10 H 2.653419 1.347601 0.165529  0.071
11 H 2.406156 -0.117866 -0.858738  0.074
12 H 0.586046 -0.182431 0.513199  0.085
13 H 0.912710 2.116164 1.399787  0.065
14 H -0.672101 1.358660 1.361067  0.063
15 H -0.286711 2.522676 0.163753  0.074

Force components x, y, z for each atom (eV/Å):
C 0.43 0.35 0.63
N -0.94 -0.71 -1.43
H -0.01 0.05 -0.08
H 0.15 -0.01 0.01
H 0.39 0.37 0.88
C 0.51 0.36 -0.66
N -0.37 0.24 1.75
C -0.44 0.23 -1.07
H -0.29 -0.15 -0.35
H -0.20 -0.51 0.50
H 0.22 0.06 -0.01
H 0.27 -0.07 -0.60
H 0.32 0.05 0.18
H -0.32 -0.31 0.33
H 0.27 0.03 -0.07

No. 2
The following is a quantum chemistry calculation of a structure of composition C31H32ClN5O5S3Tc in a non-equilibrium geometry, from the OMol25 dataset.

Summary:
E_LUMO (spin up / spin down), eV: -1.146 / -1.654
2S+1: 4
E_HOMO (spin up / spin down), eV: -7.960 / -7.903
Total energy, eV: -97581.812

Last column: Löwdin charge in e.
Atoms and positions in Å:
1 Tc -0.073632 0.974151 0.146187  1.462
2 N 4.219818 0.583215 -0.677336  0.096
3 C 2.954062 0.705905 -0.224870  -0.791
4 S 1.674695 0.267873 -1.328869  0.674
5 N 2.813224 1.164762 0.994348  0.040
6 N 1.513077 1.282172 1.379851  -0.132
7 C 1.262638 1.526957 2.628566  -0.144
8 C 2.302097 1.543407 3.678675  -0.174
9 C 2.416019 2.624016 4.551499  -0.045
10 C 3.339066 2.591124 5.586527  -0.076
11 C 4.146641 1.475451 5.756714  -0.078
12 C 4.047763 0.404566 4.876934  -0.062
13 C 3.134410 0.434259 3.836513  -0.011
14 C -0.167837 1.737818 2.940630  -0.171
15 C -0.669164 1.925464 4.213308  0.019
16 C -2.030775 2.126813 4.382813  -0.021
17 C -2.865536 2.133597 3.279719  -0.022
18 C -2.314290 1.902172 2.035250  -0.127
19 N -1.001798 1.699325 1.876965  -0.023
20 H 4.382311 0.080666 -1.530115  0.086
21 H 4.965601 0.644521 -0.004313  0.108
22 H 1.805383 3.508177 4.398341  0.122
23 H 3.425276 3.435958 6.258139  0.105
24 H 4.854924 1.442270 6.574779  0.104
25 H 4.686434 -0.460815 5.001445  0.108
26 H 3.033952 -0.402529 3.155691  0.102
27 H 0.001343 1.892787 5.059299  0.119
28 H -2.435955 2.274180 5.375707  0.119
29 H -3.930911 2.296928 3.372182  0.121
30 H -2.919545 1.876040 1.138838  0.101
31 C -0.276596 -5.961717 -3.268334  -0.043
32 C -0.086865 -5.050626 -2.081815  -0.278
33 C -0.892041 -5.165329 -0.952395  -0.035
34 C -0.730547 -4.311993 0.131795  -0.057
35 C 0.243243 -3.318198 0.079844  -0.274
36 C 1.065978 -3.195461 -1.033920  -0.069
37 C 0.899175 -4.064065 -2.099565  -0.058
38 S 0.367603 -2.148438 1.401351  0.561
39 O 1.728236 -1.675576 1.441934  -0.332
40 O -0.185744 -2.788149 2.569007  -0.299
41 N -0.560683 -0.921899 0.933741  -0.334
42 C -2.006020 -1.177620 0.894260  -0.169
43 C -2.621125 -0.372087 -0.237524  -0.621
44 O -3.761023 -0.552309 -0.591448  0.082
45 O -1.808113 0.536325 -0.770723  -0.248
46 H -0.929444 -6.798447 -3.022334  0.076
47 H 0.678279 -6.359366 -3.615847  0.082
48 H -0.728192 -5.417585 -4.101762  0.080
49 H -1.651943 -5.938468 -0.914654  0.115
50 H -1.326211 -4.427352 1.027891  0.113
51 H 1.824697 -2.420484 -1.055642  0.061
52 H 1.549376 -3.976886 -2.965740  0.116
53 H -2.506788 -0.854515 1.813772  0.121
54 H -2.261012 -2.224714 0.749259  0.111
55 C -0.108928 -1.483663 -4.568730  -0.251
56 S -1.277645 -0.553548 -3.558092  0.784
57 C -2.337971 -1.963285 -3.230552  -0.237
58 O -2.012015 0.335109 -4.506254  -0.525
59 H -0.588776 -1.632044 -5.537374  0.059
60 H 0.121111 -2.436106 -4.083932  0.023
61 H 0.799944 -0.891284 -4.677912  0.045
62 H -1.845801 -2.603789 -2.488300  0.048
63 H -2.511061 -2.503465 -4.163012  0.060
64 H -3.268689 -1.572331 -2.823236  0.046
65 Cl -2.515710 4.444617 -0.041450  0.695
66 C -1.861766 3.964696 -1.598294  -0.586
67 C -2.614600 4.263296 -2.722145  -0.110
68 C -2.156411 3.887199 -3.971916  -0.080
69 C -0.946850 3.217631 -4.081120  -0.090
70 C -0.196294 2.953727 -2.948145  -0.074
71 C -0.627216 3.320717 -1.668864  -0.334
72 C 0.225198 3.042027 -0.466779  -0.253
73 H -3.555344 4.787672 -2.610402  0.101
74 H -2.748799 4.104400 -4.852555  0.107
75 H -0.592804 2.892025 -5.051631  0.107
76 H 0.755912 2.441433 -3.035168  0.081
77 H -0.004941 3.723640 0.348679  0.026
78 H 1.275911 3.155093 -0.727364  0.046

Force components x, y, z for each atom (eV/Å):
Tc -0.47 -0.24 -1.41
N -0.04 -0.08 -0.01
C -0.04 0.14 0.19
S -0.13 0.13 0.07
N -0.05 -0.06 -0.16
N 0.66 0.07 0.35
C -0.11 0.00 0.05
C -0.04 0.04 0.13
C 0.03 0.07 -0.12
C 0.00 -0.01 -0.01
C -0.01 0.03 -0.02
C 0.02 0.00 0.01
C -0.14 -0.03 -0.02
C 0.10 -0.12 -0.21
C 0.02 0.03 0.24
C 0.01 0.01 0.04
C -0.06 0.03 0.09
C 0.21 -0.05 -0.09
N -0.36 0.18 0.37
H 0.02 0.01 -0.03
H -0.02 0.03 0.00
H -0.01 -0.07 0.05
H 0.01 -0.02 -0.02
H 0.01 0.00 -0.02
H -0.03 0.01 0.01
H 0.00 0.02 0.02
H -0.02 0.03 -0.01
H 0.02 -0.01 -0.02
H 0.06 -0.01 -0.01
H 0.05 -0.03 0.00
C 0.01 0.08 0.07
C -0.03 -0.06 -0.05
C 0.00 0.00 0.01
C 0.22 0.07 -0.06
C -0.18 -0.20 -0.06
C 0.02 0.03 0.01
C 0.05 0.00 -0.01
S -0.26 0.12 0.12
O 0.09 0.10 0.01
O -0.01 0.03 -0.08
N -0.23 -0.40 0.24
C 0.48 0.24 0.04
C 0.21 0.06 -0.21
O 0.03 0.12 -0.04
O -0.08 0.30 0.48
H 0.01 0.01 -0.01
H -0.02 0.01 0.01
H 0.00 -0.01 0.01
H 0.04 0.03 0.00
H -0.01 0.02 -0.03
H -0.10 -0.15 0.02
H -0.02 -0.03 0.07
H 0.04 -0.10 0.08
H 0.00 -0.10 -0.03
C 0.12 -0.02 0.02
S 0.04 0.12 -0.34
C -0.06 -0.07 0.15
O 0.14 -0.19 0.13
H 0.04 -0.05 0.02
H 0.00 0.14 -0.07
H -0.05 -0.03 -0.06
H -0.06 0.04 -0.10
H -0.05 0.02 0.05
H 0.02 -0.02 0.01
Cl 0.03 0.06 -0.04
C 0.01 -0.05 -0.02
C -0.07 0.03 0.06
C 0.00 -0.02 -0.05
C 0.09 -0.01 0.00
C 0.00 0.00 -0.03
C 0.11 0.13 0.17
C -0.35 -0.31 -0.19
H 0.03 -0.05 0.02
H 0.03 -0.03 0.06
H -0.02 0.01 0.08
H -0.03 0.03 -0.02
H -0.01 0.01 0.07
H 0.09 -0.03 0.01

No. 3
The following is a quantum chemistry calculation of a cluster of 4 separate species, C2H11O4 in total in a non-equilibrium geometry, from the OMol25 dataset.

Summary:
E_LUMO, eV: 4.040
E_HOMO, eV: -4.715
Total energy, eV: -10442.953
Net charge: -1

Last column: Löwdin charge in e.
Atoms and positions in Å:
1 C 0.083176 -1.856596 -0.319216  -0.368
2 O -0.923789 -1.137230 0.319006  -0.129
3 C -0.161638 -1.686105 -1.884860  -0.102
4 H -0.094714 -2.932853 -0.118756  0.088
5 H 1.137735 -1.620658 -0.025801  0.107
6 H 0.251767 -0.683641 -1.915275  0.044
7 H -1.213195 -2.015347 -1.931212  0.068
8 H 0.320848 -2.364448 -2.605421  0.045
9 H -1.087534 1.506366 1.292634  -0.020
10 H -0.486436 1.358282 2.661786  0.000
11 O -1.327745 1.555985 2.242835  -0.115
12 H 2.107694 2.817467 1.323686  0.001
13 H 1.045855 1.842584 0.753358  -0.010
14 O 1.417476 2.216204 1.625039  -0.150
15 H -0.122624 1.889661 -1.107570  -0.061
16 H -0.831528 -0.188381 0.035377  0.017
17 O -0.115354 1.298711 -0.345603  -0.414

Force components x, y, z for each atom (eV/Å):
C -0.04 -1.69 -1.30
O 0.25 -0.03 0.24
C 0.64 -1.12 1.75
H 0.21 0.38 0.42
H -0.79 0.18 -0.11
H -1.18 0.59 -1.26
H 0.07 1.45 -0.44
H 0.61 0.10 0.56
H 0.04 0.20 -0.02
H 0.11 0.14 0.00
O -0.29 -0.12 -0.05
H -0.05 -0.06 0.19
H -0.55 0.09 0.50
O 0.55 -0.07 -0.68
H -0.20 -0.18 0.18
H 0.33 0.09 -0.03
O 0.30 0.07 0.05

Among the records above, which one has the highest total energy?
C3H10N2